DFT (wB97M-V/def2-TZVPD) results for a 5-piece molecular cluster, C70H58O13 overall.

The geometry in XYZ format:
```
141
Properties=species:S:1:pos:R:3:forces:R:3
C 5.3171 -1.3756 1.5897 -0.08 0.50 1.16
O 5.8369 -1.1959 0.2244 -2.20 -0.62 0.59
C 4.7578 -1.0944 -0.7727 -0.07 0.07 -0.89
C 4.2940 0.4553 -1.0545 -0.26 -0.30 0.20
C 3.1045 1.0084 -0.0687 0.34 0.42 -0.60
C 2.3433 2.2860 -0.7892 -0.17 -0.42 0.12
C 1.4850 3.2009 0.3056 -0.40 -0.16 -0.71
C -0.1462 3.1723 -0.0309 0.36 1.23 -0.51
C -1.0845 3.4407 1.2859 0.52 0.23 0.53
C -1.6031 2.0935 2.0615 0.01 0.02 -0.03
C -2.4057 1.0130 1.1272 -0.59 -0.85 0.81
C -4.0220 1.3133 0.9653 0.61 1.05 -1.50
C -4.5640 0.2641 -0.1946 -0.39 -1.00 2.15
O -4.7748 0.8103 -1.5603 -3.55 -1.26 0.75
C -6.2129 0.6290 -1.9461 0.13 1.12 -3.76
O -6.6024 0.8441 -3.2055 2.65 -1.67 9.50
O -6.9966 0.2053 -0.7464 2.49 0.95 -2.45
C -5.9827 -0.5252 0.0296 1.83 -3.53 -1.54
O -6.3180 -1.1017 1.3405 -0.06 0.28 -2.42
H 4.3663 -2.0796 1.6545 1.90 1.47 -0.36
H 6.1364 -1.8491 2.2880 -1.43 0.87 -1.72
H 5.0677 -0.3108 2.0609 0.28 -2.22 -0.99
H 5.1929 -1.5185 -1.7856 -0.67 0.86 2.11
H 3.8485 -1.8053 -0.4901 1.74 1.59 -0.41
H 5.2487 1.1512 -0.9214 -2.05 -1.49 -0.56
H 3.8830 0.4841 -2.1705 0.99 0.09 2.30
H 2.3357 0.1472 0.1338 1.40 1.66 -0.25
H 3.5800 1.3716 0.9391 -0.99 -0.78 -1.83
H 1.5873 1.8425 -1.5987 1.65 1.01 1.68
H 3.1414 2.9406 -1.3827 -1.69 -1.38 1.42
H 1.6279 2.8191 1.4097 -0.04 0.72 -2.20
H 1.8737 4.3081 0.1979 -0.87 -2.20 0.54
H -0.4052 2.2096 -0.6434 0.37 1.70 1.41
H -0.3443 4.0893 -0.7695 0.39 -2.07 1.47
H -1.9707 4.1717 1.0264 1.64 -1.64 0.43
H -0.3998 4.0286 2.0662 -1.51 -1.16 -1.64
H -0.6555 1.5619 2.5352 -1.99 1.03 -1.01
H -2.3171 2.4112 2.9635 1.57 -0.70 -1.93
H -2.3089 -0.0451 1.6588 -0.21 2.15 -1.09
H -1.9826 0.8726 0.0455 -0.58 0.55 2.06
H -4.6227 1.2683 1.9689 1.18 -0.15 -1.99
H -4.1037 2.4097 0.5128 -0.09 -2.24 1.03
H -3.7462 -0.5927 -0.1426 -1.73 1.74 -0.85
H -5.8335 -1.5001 -0.6432 -0.13 1.96 1.25
H -6.4910 -2.0892 1.1711 0.31 2.41 0.31
O 4.9798 -4.8140 3.0899 -0.30 -0.60 0.11
C 4.4935 -5.9239 3.2686 0.59 1.29 -0.23
C 4.4146 -6.4963 4.6281 0.10 0.06 0.63
C 4.8805 -5.7541 5.7211 -0.05 -0.10 0.29
C 4.7728 -6.2714 7.0128 -0.03 0.06 -0.35
C 4.2002 -7.5266 7.2171 -0.08 -0.11 -0.35
C 3.7514 -8.2751 6.1277 0.09 0.15 0.28
C 3.8646 -7.7615 4.8301 0.07 0.10 0.63
C 3.4036 -8.5679 3.6823 -0.56 -1.44 0.19
O 2.9710 -9.7016 3.8549 0.27 0.74 -0.10
C 3.4642 -7.9882 2.3260 -0.12 -0.07 -0.63
C 2.9958 -8.7309 1.2340 -0.01 0.13 -0.28
C 3.0178 -8.1783 -0.0474 0.04 -0.04 0.37
C 3.5053 -6.8863 -0.2420 0.11 0.12 0.37
C 3.9859 -6.1499 0.8429 -0.12 -0.16 -0.27
C 3.9703 -6.7042 2.1295 -0.15 -0.04 -0.65
H 5.3235 -4.7713 5.5698 -0.15 -0.25 -0.14
H 5.1309 -5.6919 7.8609 -0.06 -0.10 -0.17
H 4.1046 -7.9243 8.2250 0.02 0.05 -0.20
H 3.3102 -9.2564 6.2944 0.11 0.22 -0.23
H 2.6092 -9.7383 1.3789 0.12 0.28 0.15
H 2.6500 -8.7549 -0.8934 0.07 0.10 0.18
H 3.5136 -6.4519 -1.2393 0.02 -0.07 0.20
H 4.3679 -5.1430 0.6819 -0.03 -0.24 0.21
O -2.8981 -1.6077 3.6841 -0.08 -0.20 0.53
C -3.0771 -2.0130 4.8260 0.17 0.46 -1.22
C -4.2847 -1.6182 5.5795 -0.54 0.32 0.01
C -5.2403 -0.7916 4.9744 -0.24 0.08 0.15
C -6.4028 -0.4468 5.6654 0.31 -0.14 -0.09
C -6.6151 -0.9257 6.9579 0.32 -0.20 0.06
C -5.6561 -1.7350 7.5691 -0.23 0.19 -0.12
C -4.4856 -2.0768 6.8808 -0.56 0.28 0.00
C -3.4686 -2.9186 7.5419 -0.21 -0.45 1.47
O -3.6199 -3.2761 8.7044 0.10 0.22 -0.75
C -2.2713 -3.3295 6.7823 0.57 -0.34 -0.01
C -1.3175 -4.1580 7.3881 0.24 -0.10 -0.18
C -0.1993 -4.5791 6.6669 -0.32 0.17 0.09
C -0.0307 -4.1761 5.3425 -0.31 0.24 -0.08
C -0.9728 -3.3387 4.7414 0.24 -0.21 0.14
C -2.0933 -2.9098 5.4648 0.55 -0.36 -0.05
H -5.0839 -0.4186 3.9637 0.08 -0.21 0.21
H -7.1459 0.1914 5.1924 0.16 -0.12 0.06
H -7.5270 -0.6674 7.4917 0.18 -0.05 -0.08
H -5.8263 -2.1009 8.5803 0.22 0.02 -0.26
H -1.4449 -4.4806 8.4201 -0.14 0.17 -0.26
H 0.5382 -5.2256 7.1377 -0.14 0.12 -0.08
H 0.8360 -4.5122 4.7773 -0.16 0.08 0.09
H -0.8320 -3.0260 3.7079 -0.18 0.03 0.28
O 11.0321 6.8859 -2.3334 -0.61 -0.38 0.05
C 9.9973 6.2363 -2.2469 1.24 0.78 -0.10
C 8.7058 6.9138 -2.0125 -0.34 0.54 0.09
C 8.6640 8.3104 -1.9097 -0.28 0.14 0.03
C 7.4424 8.9605 -1.7282 0.26 -0.26 -0.05
C 6.2624 8.2212 -1.6505 0.13 -0.36 -0.03
C 6.3040 6.8286 -1.7350 -0.04 0.34 0.03
C 7.5289 6.1732 -1.9101 -0.31 0.55 0.04
C 7.5653 4.6989 -1.9805 -1.25 -0.81 0.17
O 6.5384 4.0456 -1.8357 0.60 0.38 -0.08
C 8.8528 4.0228 -2.2345 0.32 -0.56 -0.09
C 8.8928 2.6261 -2.3391 0.27 -0.14 -0.08
C 10.0995 1.9806 -2.6127 -0.26 0.26 0.06
C 11.2665 2.7250 -2.7825 -0.13 0.39 0.06
C 11.2315 4.1161 -2.6643 0.02 -0.34 -0.03
C 10.0225 4.7664 -2.3842 0.34 -0.56 -0.13
H 9.5804 8.8944 -1.9750 -0.13 -0.30 -0.02
H 7.4111 10.0453 -1.6532 0.03 -0.21 -0.02
H 5.3090 8.7288 -1.5218 0.17 -0.11 -0.02
H 5.3794 6.2577 -1.6683 0.33 -0.01 -0.02
H 7.9849 2.0387 -2.2126 0.13 0.29 -0.01
H 10.1279 0.8964 -2.6975 -0.03 0.21 0.03
H 12.2053 2.2226 -3.0052 -0.17 0.12 0.05
H 12.1477 4.6897 -2.7952 -0.33 0.01 0.08
O -6.6091 3.3618 -6.9004 -0.61 -0.18 -0.33
C -7.6754 2.9844 -7.3703 1.25 0.39 0.67
C -8.0662 3.3679 -8.7423 0.12 0.32 -0.59
C -7.2004 4.1512 -9.5166 -0.09 0.06 -0.31
C -7.5446 4.4842 -10.8274 0.00 -0.14 0.34
C -8.7497 4.0366 -11.3683 -0.16 -0.19 0.30
C -9.6216 3.2709 -10.5927 0.20 0.19 -0.22
C -9.2820 2.9411 -9.2749 0.20 0.29 -0.56
C -10.2185 2.1459 -8.4561 -1.33 -0.47 -0.42
O -11.3104 1.8176 -8.9057 0.63 0.21 0.21
C -9.8197 1.7459 -7.0922 -0.19 -0.30 0.45
C -10.6858 0.9607 -6.3198 0.06 -0.11 0.25
C -10.3032 0.5494 -5.0421 0.04 0.23 -0.42
C -9.0585 0.9190 -4.5335 -0.10 0.14 -0.22
C -8.1998 1.7137 -5.2961 -0.15 -0.04 0.06
C -8.5836 2.1327 -6.5767 -0.15 -0.37 0.58
H -6.2556 4.4995 -9.1029 -0.27 -0.19 0.06
H -6.8692 5.0887 -11.4289 -0.11 -0.11 0.13
H -9.0122 4.2854 -12.3942 0.03 -0.05 0.20
H -10.5630 2.9293 -11.0199 0.19 0.02 0.28
H -11.6571 0.6641 -6.7122 0.29 0.16 -0.07
H -10.9753 -0.0636 -4.4455 0.11 0.11 -0.12
H -8.7563 0.5905 -3.5414 -0.10 0.14 -0.37
H -7.2310 2.0006 -4.8902 -0.37 0.01 -0.34
```
Forces are in eV/Å.

- Electronic energy: -100142.511 eV
- Max |F|: 10.007 eV/Å
- SMILES: COCCCCCCCCCC[C@@H]1OC(=O)O[C@@H]1O.O=C1c2ccccc2C(=O)c2ccccc21.O=C1c2ccccc2C(=O)c2ccccc21.O=C1c2ccccc2C(=O)c2ccccc21.O=C1c2ccccc2C(=O)c2ccccc21
- Gap between HOMO and LUMO: 8.0 eV

Here are the Löwdin charges for atoms 1 to 2, given in e: atom 1 (C): -0.13, atom 2 (O): -0.26